[1]
Density functional theory data (the ωB97M-V functional and the def2-TZVPD basis) for 2 unconnected molecules or ions with the total composition C4H14N3 in a non-equilibrium geometry.

Properties
max |F|: 4.714 eV Å⁻¹
gap between HOMO and LUMO: 0.420 hartree
DFT total energy: -324.792754 Eh
charge: +1
E_LUMO: -3.260 eV
2S+1: 1
highest occupied orbital energy: -14.681 eV

XYZ file:
```
21
Properties=species:S:1:pos:R:3:forces:R:3:mulliken_charge:R:1
C 2.43767 2.19962 -0.21683 0.770 -0.144 3.232 -0.755
C 2.36144 0.78109 0.47818 2.218 0.990 0.674 -0.607
H 3.47547 2.61920 0.23061 -2.495 -0.563 -1.625 0.241
H 2.34025 2.23166 -1.28807 0.401 -0.185 -0.331 0.310
H 1.59383 2.80391 0.21270 0.937 -0.241 -0.402 0.241
H 3.15675 0.09985 0.16728 0.055 0.166 -0.369 0.353
H 2.57133 0.88731 1.55899 0.155 0.454 -0.361 0.334
H 1.50726 0.18433 0.55855 -2.068 -0.485 -0.831 -0.099
C -2.29862 -0.48638 -1.60246 -1.013 2.641 -3.772 -0.999
C -1.15147 -1.08887 0.42555 1.640 -0.307 1.018 0.626
N -1.12701 -0.82550 -0.88235 1.531 -0.998 1.103 -0.177
N -0.27259 -1.99653 0.99546 -0.542 1.327 -2.088 -0.440
N -1.97997 -0.41517 1.25034 -1.909 -0.872 0.048 -0.429
H -0.25956 -0.90940 -1.50764 -1.733 -0.209 1.797 0.334
H 0.40617 -2.35747 0.29962 -0.466 0.099 1.298 0.253
H -0.02131 -1.89640 1.97569 0.156 -0.092 -0.474 0.239
H -2.82756 0.09051 0.80168 2.102 -1.191 1.376 0.278
H -2.12191 -0.92153 2.17270 -0.240 1.265 -1.621 0.271
H -2.08080 0.62355 -1.98021 -0.625 -2.494 -0.189 0.326
H -3.35416 -0.32493 -1.24309 1.432 -0.891 0.937 0.402
H -2.35520 -1.29887 -2.40668 -0.308 1.731 0.581 0.299
```
Positions in Å, forces in eV/Å.

=====

[2]
Density functional theory data (the ωB97M-V functional and the def2-TZVPD basis) for 2 unconnected molecules or ions with the total composition C4H14N3 in a non-equilibrium geometry.

Properties
max |F|: 6.949 eV Å⁻¹
gap between HOMO and LUMO: 0.390 hartree
DFT total energy: -324.786526 Eh
charge: +1
E_LUMO: -4.043 eV
2S+1: 1
highest occupied orbital energy: -14.663 eV

XYZ file:
```
21
Properties=species:S:1:pos:R:3:forces:R:3:mulliken_charge:R:1
C 1.91471 0.12981 1.35212 -1.620 2.134 2.123 -0.870
C 0.81230 -0.68282 -0.71731 2.108 -0.097 1.179 0.483
N 1.76938 0.03401 -0.04521 -5.308 -4.433 0.669 -0.079
N -0.19088 -1.42412 -0.07211 1.625 1.599 -1.394 -0.297
N 1.07133 -0.73895 -2.07033 0.665 -1.754 -0.037 -0.489
H 2.34748 0.58182 -0.53371 2.301 2.392 -2.779 0.232
H -0.87141 -0.97304 0.52857 0.326 0.001 0.194 0.210
H -0.49538 -2.28072 -0.52565 -0.025 0.492 -0.143 0.263
H 1.95745 -1.28379 -2.44182 -2.520 1.754 1.074 0.300
H 0.20141 -0.84308 -2.58336 0.514 -0.445 -0.445 0.264
H 2.89740 0.48256 1.51400 1.040 0.495 0.395 0.359
H 1.81453 -0.75800 1.94351 -0.360 -0.800 -0.220 0.339
H 1.19201 0.93301 1.78503 1.183 -1.344 -0.613 0.261
C -1.78769 1.61594 0.39029 -4.119 1.731 -1.618 -0.242
C -3.05706 0.91604 0.89886 -3.290 -2.445 0.993 -0.910
H -1.75818 2.69314 0.61605 -0.184 -0.405 -0.274 0.359
H -1.01285 1.20978 0.83996 3.875 -1.882 2.493 -0.267
H -1.61767 1.42941 -0.65426 -0.225 0.370 -0.740 0.244
H -3.50473 -0.02896 0.33053 1.628 1.794 0.411 0.249
H -4.10217 1.42650 1.03653 2.401 0.045 -0.386 0.299
H -2.89025 0.44084 1.91447 -0.014 0.797 -0.882 0.293
```
Positions in Å, forces in eV/Å.

=====

[3]
Density functional theory data (the ωB97M-V functional and the def2-TZVPD basis) for a molecular structure, C4H14N3O in a non-equilibrium geometry.

Properties
max |F|: 3.343 eV Å⁻¹
gap between HOMO and LUMO: 0.156 hartree
DFT total energy: -399.833936 Eh
charge: +1
E_LUMO: -8.958 eV
2S+1: 1
highest occupied orbital energy: -13.200 eV

XYZ file:
```
22
Properties=species:S:1:pos:R:3:forces:R:3:mulliken_charge:R:1
C -1.99740 -0.23779 0.85832 0.783 1.563 -0.461 -0.729
C -1.44222 -1.30448 -0.08827 0.396 -0.849 0.242 -0.464
C -0.22314 -0.75209 -0.82309 1.548 -1.155 0.631 -0.746
N 2.96635 0.20383 0.76779 -2.582 -0.790 0.131 -0.457
C 2.14204 -0.22459 -0.34419 0.031 -1.160 1.731 -0.411
N 0.74838 -0.24110 0.13706 1.112 0.120 -3.151 -0.156
N -2.33081 1.02556 0.21263 0.494 -1.282 -0.573 -0.310
H -2.82672 -0.64362 1.34948 -1.478 -0.587 0.696 0.412
H -1.22197 -0.04882 1.61623 -0.186 0.150 -0.163 0.347
H -2.17336 -1.60604 -0.83522 -0.118 -0.117 0.012 0.362
H -1.12578 -2.21980 0.50800 -0.529 1.040 -0.612 0.304
H -0.48304 0.08296 -1.51184 -0.359 0.239 0.344 0.412
H 0.27924 -1.52722 -1.41732 -0.312 0.180 -0.114 0.519
H 2.24718 0.49742 -1.17032 -0.243 -0.256 -0.215 0.353
H 2.44704 -1.26134 -0.70616 -0.524 0.879 0.024 0.388
H 0.54303 0.88854 0.08225 -0.913 2.824 1.203 0.481
H 2.66116 -0.33673 1.59468 0.895 0.634 -0.490 0.257
H -1.49115 1.58401 -0.02458 -0.638 0.019 0.189 0.361
H -3.09516 1.06947 -0.47246 0.262 -0.140 0.722 0.261
H 3.93009 0.16078 0.57793 1.322 -0.012 -0.038 0.254
H 0.39882 2.86484 0.00840 0.529 -0.356 0.559 0.252
O 0.04740 2.02622 -0.31933 0.511 -0.943 -0.668 -0.692
```
Positions in Å, forces in eV/Å.

=====

[4]
Density functional theory data (the ωB97M-V functional and the def2-TZVPD basis) for 2 unconnected molecules or ions with the total composition C4H14N3O in a non-equilibrium geometry.

Properties
max |F|: 2.533 eV Å⁻¹
gap between HOMO and LUMO: 0.321 hartree
DFT total energy: -400.043491 Eh
charge: +1
E_LUMO: -3.216 eV
2S+1: 1
highest occupied orbital energy: -11.950 eV

XYZ file:
```
22
Properties=species:S:1:pos:R:3:forces:R:3:mulliken_charge:R:1
C -0.18066 -0.73394 -2.13468 1.828 -1.485 -0.933 -0.366
C -1.15800 -0.53945 -0.99332 -1.150 -0.522 -0.118 -0.971
C -0.54352 -0.35327 0.34116 0.773 1.276 -0.589 0.067
C -0.43242 -1.13136 1.41023 0.111 -1.011 0.317 0.072
N 0.02346 -0.80938 2.65194 0.648 0.522 0.542 -0.447
N 0.07586 1.03579 0.46530 -1.095 -0.952 0.511 -0.215
N -0.73865 -0.84353 -3.45654 -0.360 0.294 -0.185 -0.490
H 0.41362 -1.65516 -1.94240 -0.823 -0.020 0.062 0.335
H 0.72580 -0.10783 -2.23243 -0.641 1.108 0.764 0.201
H -1.81961 -1.41308 -0.93359 0.375 -0.168 -0.074 0.319
H -1.92704 0.22556 -1.22861 0.621 0.214 0.183 0.377
H -0.70913 -2.18212 1.35270 -0.307 0.250 -0.305 0.382
H 0.34010 0.11878 2.89276 -0.116 -0.031 -0.100 0.176
H 0.44869 -1.50833 3.24805 -0.353 -0.063 -0.324 0.241
H 0.34181 1.42992 -0.43205 0.069 -0.111 -0.241 0.392
H 0.88536 1.02601 1.08651 -0.041 0.465 0.086 0.181
H -0.67734 1.60203 0.85642 0.446 0.600 0.148 0.342
H -0.68003 -1.72526 -3.93381 -0.128 -0.072 0.232 0.214
H -1.58772 -0.33929 -3.65930 0.092 -0.078 0.095 0.202
H 2.84210 2.01319 1.89474 -0.202 1.076 0.602 0.324
H 2.29370 3.33363 2.61702 0.675 0.565 0.422 0.308
O 2.06361 2.55710 2.12992 -0.424 -1.858 -1.092 -0.646
```
Positions in Å, forces in eV/Å.

=====

Sequential relative energy (zero: lowest compared OMol25 entry of this formula, charge and spin) output: 45.2, 49.1, 187.4, 55.9 kcal/mol